# 1
7 unconnected molecules or ions with the total composition C26H42O21 in a non-equilibrium geometry. Source: OMol25; level of theory: ωB97M-V with the def2-TZVPD basis set.

```
89
Properties=species:S:1:pos:R:3
C 0.13 -2.49 -5.31
C -0.02 -1.86 -3.99
C 1.15 -0.92 -3.45
O 0.71 0.32 -3.92
C -0.60 0.41 -3.87
O -1.14 1.44 -3.92
O -1.04 -0.83 -3.93
H -0.83 -2.99 -5.45
H 0.98 -3.17 -5.36
H 0.26 -1.92 -6.23
H -0.15 -2.65 -3.25
H 2.04 -1.39 -3.87
H 1.26 -0.96 -2.37
C 1.46 -5.61 0.37
C 0.40 -4.60 0.78
C 0.73 -3.18 0.28
O -0.27 -2.87 -0.65
C -1.19 -3.87 -0.73
O -2.19 -3.91 -1.42
O -0.88 -4.87 0.13
H 1.18 -6.63 0.60
H 2.31 -5.23 0.94
H 1.51 -5.44 -0.70
H 0.37 -4.51 1.87
H 1.73 -3.22 -0.14
H 0.84 -2.51 1.14
C -3.07 -2.15 5.20
C -1.62 -2.26 4.80
C -1.54 -2.50 3.28
O -0.45 -1.60 2.89
C -0.18 -0.80 3.89
O 0.81 -0.01 3.90
O -1.01 -1.01 4.95
H -3.19 -1.85 6.24
H -3.55 -3.12 5.07
H -3.67 -1.47 4.60
H -0.99 -3.02 5.28
H -2.42 -2.04 2.84
H -1.44 -3.56 3.03
C 4.69 5.56 2.23
C 4.77 4.12 2.81
O 3.98 3.31 1.85
C 3.26 2.22 2.30
O 2.93 1.83 3.43
O 2.93 1.54 1.14
C 2.43 0.16 1.20
H 4.73 6.37 2.95
H 3.67 5.63 1.84
H 5.46 5.80 1.49
H 4.23 4.01 3.75
H 5.84 3.92 2.89
H 2.82 -0.29 0.29
H 1.34 0.14 1.20
H 2.78 -0.31 2.11
C 0.27 6.01 0.99
C 0.97 4.94 0.21
O 1.93 5.51 -0.71
C 2.97 4.87 -1.28
O 3.82 5.44 -1.98
O 2.73 3.51 -1.18
C 3.58 2.62 -1.90
H -0.47 5.61 1.67
H -0.15 6.70 0.26
H 0.91 6.59 1.67
H 0.23 4.29 -0.24
H 1.47 4.29 0.93
H 4.33 2.98 -2.60
H 2.99 1.91 -2.48
H 4.07 1.94 -1.19
O -6.71 -1.68 -0.60
C -5.88 -1.79 -1.49
O -4.61 -1.44 -1.57
C -4.04 -1.66 -2.87
C -5.21 -2.39 -3.58
O -6.25 -2.19 -2.71
H -4.00 -0.68 -3.36
H -3.02 -2.04 -2.90
H -5.08 -3.43 -3.84
H -5.29 -1.93 -4.56
O -1.02 2.63 1.49
C -1.50 1.79 0.75
O -0.85 0.90 0.06
C -1.79 -0.15 -0.24
C -3.11 0.58 -0.33
O -2.83 1.64 0.50
H -1.57 -0.63 -1.19
H -1.86 -0.83 0.61
H -3.96 -0.03 -0.03
H -3.38 0.97 -1.32
```

The calculation puts the maximum force at 5.944 eV/A. The calculation puts the total energy at -70638.0931 eV. The calculation puts the frontier orbital gap at 0.3679 Ha. The SMILES is C[C@H]1COC(=O)O1.C[C@H]1COC(=O)O1.C[C@H]1COC(=O)O1.CCOC(=O)OC.CCOC(=O)OC.O=C1OCCO1.O=C1OCCO1.

Quick look at the Löwdin charges, all values in e:
1 C -0.03
2 C -0.28
3 C -0.08
4 O 0.08
5 C -0.65
6 O 0.22
7 O 0.06
8 H 0.09
9 H 0.10
10 H 0.10
11 H 0.13
12 H 0.13
13 H 0.12
14 C -0.01
15 C -0.30
16 C -0.11
17 O 0.05
18 C -0.52
19 O 0.14
20 O 0.09
21 H 0.09
22 H 0.10
23 H 0.10
24 H 0.14
25 H 0.13
26 H 0.12
27 C -0.02
28 C -0.34
29 C -0.05
30 O 0.04
31 C -0.49
32 O 0.11
33 O 0.09
34 H 0.09
35 H 0.09
36 H 0.10
37 H 0.16
38 H 0.13
39 H 0.13
40 C -0.05
41 C -0.15
42 O -0.02
43 C -0.48
44 O 0.09
45 O -0.05
46 C -0.02
47 H 0.07
48 H 0.06
49 H 0.08
50 H 0.12
51 H 0.11
52 H 0.08
53 H 0.07
54 H 0.09
55 C -0.06
56 C -0.23
57 O 0.03
58 C -0.50
59 O 0.09
60 O -0.03
61 C -0.05
62 H 0.08
63 H 0.08
64 H 0.07
65 H 0.12
66 H 0.11
67 H 0.09
68 H 0.08
69 H 0.08
70 O 0.13
71 C -0.54
72 O 0.03
73 C -0.08
74 C -0.14
75 O 0.08
76 H 0.13
77 H 0.10
78 H 0.13
79 H 0.13
80 O 0.15
81 C -0.56
82 O 0.09
83 C -0.08
84 C -0.15
85 O 0.07
86 H 0.12
87 H 0.13
88 H 0.13
89 H 0.14

# 2
A molecular structure, C26H43BaCl3N3O3Si in a non-equilibrium geometry. Source: OMol25; level of theory: ωB97M-V with the def2-TZVPD basis set.

```
80
Properties=species:S:1:pos:R:3
C -4.07 -2.22 -0.69
C -2.69 -2.76 -0.92
H -4.80 -3.03 -0.77
H -4.35 -1.43 -1.40
H -4.13 -1.78 0.32
C -2.43 -3.74 -1.80
C -3.48 -4.41 -2.63
H -1.42 -4.15 -1.90
H -4.26 -3.73 -2.99
H -3.96 -5.24 -2.09
H -3.00 -4.85 -3.51
Ba 0.31 2.35 0.00
Cl -0.26 1.55 2.97
Cl 0.44 5.13 -0.93
C 2.43 -0.21 1.36
O 2.37 0.73 0.53
N 3.44 -1.09 1.39
C 4.49 -1.04 0.38
C 3.50 -2.18 2.36
H 1.65 -0.35 2.13
H 4.52 -0.05 -0.08
H 4.30 -1.80 -0.40
H 5.44 -1.26 0.87
H 2.60 -2.16 2.98
H 4.38 -2.05 3.00
H 3.57 -3.14 1.84
H -2.03 0.11 -2.92
H -0.53 -2.27 -3.68
C -1.40 0.47 -3.75
C -0.02 -1.52 -4.31
N -0.10 -0.20 -3.71
H -1.26 1.55 -3.64
C 0.95 0.40 -3.12
O 0.88 1.50 -2.54
H 1.04 -1.82 -4.40
H 1.89 -0.18 -3.20
H -1.87 0.24 -4.70
H -0.48 -1.51 -5.30
O -1.50 -0.86 -0.80
C -1.57 -2.02 -0.18
C 0.74 -2.55 -1.12
C -0.21 -2.75 -0.11
H 0.60 -1.72 -1.81
C 1.86 -3.38 -1.22
H -1.94 -1.95 0.87
C 0.08 -3.64 0.93
H 2.55 -3.27 -2.06
C 2.05 -4.38 -0.26
C 1.19 -4.47 0.84
H -0.62 -3.69 1.77
H 2.90 -5.07 -0.34
H 1.40 -5.19 1.65
Si -3.66 3.16 0.40
Cl -2.50 1.50 -0.32
C -3.46 4.47 -0.90
C -3.05 3.56 2.12
C -5.42 2.55 0.44
H -2.41 4.74 -1.08
H -4.00 5.37 -0.58
H -3.88 4.12 -1.85
H -5.78 2.33 -0.58
H -6.07 3.32 0.89
H -5.52 1.63 1.03
H -2.08 3.11 2.37
H -3.77 3.17 2.85
H -2.99 4.66 2.23
N 1.31 4.11 2.23
C 2.50 3.58 2.62
C 2.57 2.90 3.87
C 3.71 2.18 4.20
C 4.83 2.20 3.36
C 4.80 2.95 2.18
C 3.64 3.62 1.79
H 0.46 3.80 2.72
H 1.23 4.80 1.47
H 1.68 2.88 4.50
H 3.71 1.60 5.13
H 5.73 1.64 3.64
H 5.69 2.99 1.54
H 3.58 4.14 0.82
```

The calculation puts the maximum force at 1.877 eV/A. Its total charge is -1. The calculation puts the total energy at -84419.9294 eV. The calculation puts the frontier orbital gap at 0.2389 Ha.

Quick look at the Löwdin charges, all values in e:
1 C -0.06
2 C -0.24
3 H 0.07
4 H 0.08
5 H 0.08
6 C -0.15
7 C -0.13
8 H 0.10
9 H 0.07
10 H 0.07
11 H 0.06
12 Ba 1.41
13 Cl -0.23
14 Cl -0.47
15 C -0.31
16 O -0.23
17 N -0.17
18 C -0.03
19 C -0.05
20 H 0.10
21 H 0.09
22 H 0.08
23 H 0.09
24 H 0.10
25 H 0.09
26 H 0.07
27 H 0.07
28 H 0.08
29 C -0.03
30 C -0.05
31 N -0.17
32 H 0.09
33 C -0.32
34 O -0.20
35 H 0.09
36 H 0.14
37 H 0.08
38 H 0.09
39 O -0.35
40 C -0.51
41 C -0.04
42 C -0.16
43 H 0.08
44 C -0.10
45 H 0.13
46 C -0.04
47 H 0.09
48 C -0.13
49 C -0.12
50 H 0.11
51 H 0.09
52 H 0.10
53 Si 0.18
54 Cl 0.30
55 C -0.22
56 C -0.22
57 C -0.22
58 H -0.03
59 H 0.03
60 H 0.03
61 H 0.03
62 H 0.03
63 H 0.03
64 H -0.08
65 H 0.04
66 H 0.04
67 N -0.03
68 C -0.38
69 C -0.09
70 C -0.11
71 C -0.13
72 C -0.12
73 C -0.05
74 H 0.00
75 H -0.01
76 H 0.08
77 H 0.10
78 H 0.08
79 H 0.10
80 H 0.11

# 3
A molecular structure, C26H43CdCl4F3O28S in a non-equilibrium geometry. Source: OMol25; level of theory: ωB97M-V with the def2-TZVPD basis set.

```
106
Properties=species:S:1:pos:R:3
Cd 15.63 2.92 -1.56
S 14.15 3.68 -3.66
O 13.35 4.88 -3.75
O 15.54 3.93 -3.24
O 13.81 2.97 -2.43
O 14.04 2.83 -4.83
C 15.02 -0.69 -3.99
O 14.54 -1.15 -2.74
C 14.69 -0.32 -1.67
O 15.19 0.82 -1.69
O 14.49 -0.96 -0.55
C 13.86 -2.25 -0.42
H 14.59 0.27 -4.27
H 14.71 -1.37 -4.78
H 16.11 -0.62 -4.01
H 14.26 -3.00 -1.09
H 12.83 -2.11 -0.75
H 13.90 -2.57 0.63
C 19.15 0.03 -1.78
O 19.55 1.00 -2.79
C 18.59 1.98 -3.13
O 17.58 2.27 -2.45
O 19.00 2.60 -4.21
C 18.24 3.59 -4.84
H 19.25 0.52 -0.82
H 19.93 -0.73 -1.82
H 18.13 -0.35 -1.77
H 17.18 3.37 -4.87
H 18.60 3.76 -5.85
H 18.32 4.52 -4.28
C 12.14 4.61 -0.48
O 12.03 3.55 0.44
C 13.16 2.79 0.66
O 14.25 3.08 0.18
O 12.89 1.68 1.47
C 11.55 1.30 1.81
H 12.51 5.48 0.07
H 11.13 4.85 -0.80
H 12.84 4.60 -1.31
H 11.44 0.49 2.54
H 10.91 0.95 1.01
H 11.07 2.23 2.11
C 7.75 -0.68 -3.04
O 8.73 -0.09 -2.27
C 9.36 -0.77 -1.35
O 8.82 -1.69 -0.82
O 10.59 -0.33 -1.12
C 11.15 0.91 -1.68
H 7.88 -1.73 -3.30
H 7.81 -0.13 -3.98
H 6.76 -0.54 -2.62
H 10.37 1.60 -2.02
H 11.87 0.69 -2.47
H 11.82 1.27 -0.91
C 17.02 7.52 1.33
O 16.41 6.45 0.62
C 17.05 5.64 -0.12
O 16.47 4.77 -0.77
O 18.34 5.97 -0.17
C 19.24 5.32 -1.06
H 17.63 8.20 0.74
H 17.65 7.22 2.16
H 16.20 8.13 1.71
H 20.28 5.54 -0.83
H 18.99 5.69 -2.06
H 19.12 4.24 -0.99
C 13.38 1.21 -7.10
C 14.88 1.40 -7.28
O 14.98 1.30 -8.74
C 13.91 0.66 -9.21
O 13.77 0.14 -10.35
O 12.90 0.61 -8.31
F 15.48 0.38 -6.74
H 12.95 2.21 -7.03
H 13.00 0.61 -6.28
H 15.26 2.33 -6.87
C 11.61 7.38 -4.50
C 10.96 7.28 -3.15
O 9.62 7.56 -3.47
C 9.47 7.37 -4.78
O 8.37 7.26 -5.31
O 10.60 7.05 -5.40
F 11.53 8.19 -2.34
H 12.34 6.57 -4.50
H 12.04 8.36 -4.69
H 11.11 6.29 -2.72
C 15.30 7.61 -4.22
C 16.55 6.78 -4.12
O 17.45 7.74 -3.59
C 16.84 8.55 -2.85
O 17.35 9.32 -1.97
O 15.54 8.46 -3.12
F 16.96 6.47 -5.30
H 14.42 6.97 -4.15
H 15.30 8.11 -5.19
H 16.42 5.96 -3.42
C 13.52 5.38 -7.13
Cl 13.74 4.34 -8.56
Cl 13.31 7.06 -7.59
H 12.64 5.08 -6.55
H 14.49 5.29 -6.65
C 10.46 3.61 -4.11
Cl 9.76 2.19 -4.90
Cl 9.14 4.29 -3.14
H 11.24 3.25 -3.45
H 10.74 4.32 -4.88
```

The calculation puts the maximum force at 6.851 eV/A. The calculation puts the total energy at -158628.6899 eV. The calculation puts the frontier orbital gap at 0.3209 Ha.

Here are the Löwdin charges for atoms 1 to 99, given in e:
1 Cd 1.43
2 S 0.22
3 O -0.34
4 O -0.49
5 O -0.48
6 O -0.31
7 C -0.03
8 O 0.00
9 C -0.53
10 O 0.00
11 O 0.03
12 C 0.01
13 H 0.08
14 H 0.10
15 H 0.10
16 H 0.10
17 H 0.09
18 H 0.10
19 C -0.03
20 O -0.02
21 C -0.47
22 O 0.00
23 O 0.04
24 C -0.03
25 H 0.09
26 H 0.10
27 H 0.09
28 H 0.08
29 H 0.11
30 H 0.08
31 C -0.05
32 O -0.02
33 C -0.45
34 O 0.01
35 O -0.01
36 C -0.03
37 H 0.10
38 H 0.08
39 H 0.07
40 H 0.10
41 H 0.07
42 H 0.10
43 C -0.06
44 O -0.02
45 C -0.65
46 O 0.14
47 O 0.01
48 C 0.02
49 H 0.11
50 H 0.08
51 H 0.10
52 H 0.08
53 H 0.09
54 H 0.07
55 C -0.01
56 O 0.07
57 C -0.58
58 O 0.02
59 O 0.00
60 C 0.00
61 H 0.10
62 H 0.10
63 H 0.11
64 H 0.11
65 H 0.10
66 H 0.09
67 C -0.10
68 C -0.35
69 O 0.11
70 C -0.53
71 O 0.09
72 O 0.07
73 F 0.12
74 H 0.09
75 H 0.14
76 H 0.14
77 C -0.12
78 C -0.33
79 O 0.14
80 C -0.58
81 O 0.13
82 O 0.07
83 F 0.09
84 H 0.08
85 H 0.15
86 H 0.12
87 C -0.04
88 C -0.36
89 O 0.18
90 C -0.57
91 O 0.08
92 O 0.10
93 F 0.14
94 H 0.11
95 H 0.14
96 H 0.14
97 C -1.01
98 Cl 0.62
99 Cl 0.57

It is found that the ΔE to the lowest compared entry with this formula, charge and spin values, taken in the order of the records, are 86.27; 6.80; 0.00 kcal per mole.